No. 1
ORCA calculation (ωB97M-V/def2-TZVPD) on a molecular structure, C19H25N3ORhS2.

Geometry as XYZ:
```
51
Properties=species:S:1:pos:R:3:forces:R:3
Rh -0.630 -0.195 0.762 0.3 0.7 0.0
C -0.135 2.798 -0.659 0.0 0.0 -0.1
N -0.326 2.071 0.604 -0.1 -0.4 0.2
C 0.838 2.140 1.489 0.0 0.1 0.1
C 1.942 1.206 0.974 -0.1 0.0 0.0
N 1.416 -0.128 0.517 -0.2 -0.1 0.0
C 1.666 -0.313 -0.947 0.0 0.0 0.0
C 1.957 -1.317 1.194 0.0 -0.1 0.0
C 3.254 -1.355 1.689 0.0 0.1 0.0
C 3.746 -2.520 2.253 0.0 0.0 0.0
C 2.944 -3.654 2.303 0.0 0.0 0.0
C 1.658 -3.622 1.795 0.0 0.0 0.0
C 1.138 -2.456 1.228 0.0 0.1 0.0
S -0.510 -2.438 0.601 0.0 -0.3 0.0
C -1.628 2.375 1.161 0.1 0.1 0.1
C -1.833 3.346 2.122 0.0 0.0 0.0
C -3.108 3.540 2.641 0.0 0.0 0.0
C -4.161 2.766 2.183 0.0 0.0 0.0
C -3.953 1.796 1.210 0.0 0.1 -0.1
C -2.685 1.604 0.678 -0.2 0.0 -0.1
S -2.417 0.272 -0.506 0.0 -0.2 0.2
H -0.170 3.877 -0.480 0.0 0.0 0.0
H -0.926 2.526 -1.357 0.0 0.0 0.0
H 0.824 2.549 -1.107 0.0 0.0 0.0
H 0.510 1.831 2.479 0.0 0.0 0.0
H 1.254 3.151 1.570 0.0 0.0 0.0
H 2.681 1.074 1.760 -0.1 0.0 0.0
H 2.451 1.658 0.124 0.0 0.0 0.0
H 2.741 -0.262 -1.135 0.0 0.0 0.0
H 1.149 0.464 -1.504 0.0 0.0 0.0
H 1.282 -1.285 -1.244 0.0 0.0 0.0
H 3.904 -0.493 1.617 0.0 0.0 0.0
H 4.757 -2.545 2.636 0.0 0.0 0.0
H 3.324 -4.567 2.740 0.0 0.0 0.0
H 1.029 -4.503 1.837 0.0 0.0 0.0
H -1.001 3.946 2.473 0.0 0.0 0.0
H -3.273 4.293 3.399 0.0 0.0 0.0
H -5.154 2.905 2.589 0.0 0.0 0.0
H -4.773 1.178 0.867 0.0 0.0 0.0
C -0.585 0.761 5.486 0.0 0.1 0.0
N 0.349 -0.244 4.992 -0.1 0.0 0.0
C 1.321 -0.798 5.930 0.0 0.0 0.0
C 0.329 -0.645 3.737 -0.1 -0.4 0.2
O -0.481 -0.209 2.895 0.4 0.2 -0.4
H -1.128 0.361 6.342 0.0 0.0 0.0
H -1.288 1.019 4.699 0.0 0.0 0.0
H -0.041 1.653 5.801 0.0 0.0 0.0
H 0.899 -0.767 6.932 0.0 0.0 0.0
H 2.245 -0.219 5.923 0.0 0.0 0.0
H 1.539 -1.833 5.680 0.0 0.0 0.0
H 1.059 -1.421 3.483 0.0 0.1 0.0
```
Positions in Å, forces in eV/Å.

For the total energy, the calculation gives -51299.4123 eV. Its energy above the lowest of the compared OMol25 structures with the same formula, charge and spin is 0.000 eV. The calculation puts the frontier orbital gap (spin up / spin down) at 6.4 / 6.4 eV. As for the lowest unoccupied orbital energy (spin up / spin down): -0.157 / -0.157 hartree. The charge is +1.



No. 2
ORCA calculation (ωB97M-V/def2-TZVPD) on 2 unconnected molecules or ions with the total composition C2H4NO3.

Geometry as XYZ:
```
10
Properties=species:S:1:pos:R:3:forces:R:3
C -1.492 1.255 0.167 4.3 -3.7 0.0
C 1.174 -0.815 -0.452 1.7 -1.4 -0.2
N -0.079 -1.039 0.293 0.3 0.6 3.5
O -0.028 -0.620 1.516 0.5 -1.3 -2.9
O -2.266 2.149 0.098 -2.7 2.3 -0.8
O -1.217 0.246 -0.630 -1.3 2.0 0.2
H -0.737 1.253 1.014 -0.6 -0.1 -0.1
H 1.747 -1.844 -0.475 -1.3 1.7 -0.1
H 0.959 -0.464 -1.453 -0.3 -0.4 -0.3
H 1.940 -0.122 -0.077 -0.6 0.2 0.7
```
Positions in Å, forces in eV/Å.

For the total energy, the calculation gives -9769.3688 eV. Its energy above the lowest of the compared OMol25 structures with the same formula, charge and spin is 4.440 eV. The calculation puts the frontier orbital gap (spin up / spin down) at 8.1 / 8.1 eV. As for the lowest unoccupied orbital energy (spin up / spin down): 0.158 / 0.158 hartree. The charge is -1.



No. 3
ORCA calculation (ωB97M-V/def2-TZVPD) on a single CH5IOSi molecule.

Geometry as XYZ:
```
9
Properties=species:S:1:pos:R:3:forces:R:3
C -1.233 0.571 0.061 1.8 1.2 -1.3
Si 0.438 -0.393 -0.044 -3.4 -2.4 0.5
O 1.648 0.491 -0.544 -1.6 3.6 0.7
I 0.844 -1.350 2.161 0.1 0.0 0.4
H -0.903 1.478 0.717 -1.1 -1.4 -1.1
H -1.411 0.907 -1.036 0.2 -0.2 1.9
H -2.139 0.039 0.393 0.7 0.2 0.2
H 0.450 -1.693 -0.878 -0.2 1.0 0.3
H 2.305 -0.049 -0.831 3.5 -2.1 -1.5
```
Positions in Å, forces in eV/Å.

For the total energy, the calculation gives -19145.7253 eV. Its energy above the lowest of the compared OMol25 structures with the same formula, charge and spin is 0.258 eV. The calculation puts the frontier orbital gap at 10.2 eV. As for the lowest unoccupied orbital energy: 0.024 hartree. The charge is 0.



No. 4
ORCA calculation (ωB97M-V/def2-TZVPD) on a gas-phase ion, C3H8IN2O (charge +1).

Geometry as XYZ:
```
15
Properties=species:S:1:pos:R:3:forces:R:3
C 0.280 2.297 -0.020 -2.7 -0.1 -1.8
O 0.892 1.264 0.725 0.2 -0.9 0.5
N 0.468 -0.048 0.421 0.2 2.3 -0.2
C -0.914 -0.486 0.534 -0.7 -0.7 0.3
C 1.467 -0.790 0.132 0.8 -5.5 -0.4
N 1.360 -2.266 0.070 1.0 3.3 0.1
I 3.439 -0.105 -0.109 -0.8 -0.1 0.2
H 0.086 1.983 -1.142 0.8 0.9 2.1
H 0.786 3.260 0.126 0.6 -0.8 -0.3
H -0.705 2.491 0.448 0.1 -0.2 -0.5
H -1.380 -0.150 1.524 0.8 -0.6 -1.5
H -1.526 -0.233 -0.356 0.4 0.5 0.6
H -0.795 -1.583 0.406 -0.6 0.6 0.9
H 0.615 -2.885 -0.286 0.4 1.1 0.3
H 2.296 -2.674 0.087 -0.6 0.0 -0.2
```
Positions in Å, forces in eV/Å.

For the total energy, the calculation gives -16359.3408 eV. Its energy above the lowest of the compared OMol25 structures with the same formula, charge and spin is 2.845 eV. The calculation puts the frontier orbital gap at 10.1 eV. As for the lowest unoccupied orbital energy: -0.152 hartree. The charge is +1.